Entry from the Open Molecules 2025 dataset: 2 unconnected molecules or ions with the total composition C3H9NO3 in a non-equilibrium geometry (the ωB97M-V functional and the def2-TZVPD basis).

Element x y z (Å)
O -0.96 -0.05 0.90
O 0.66 0.93 -0.34
O 1.22 -0.61 1.29
N 0.45 1.56 1.89
C -0.21 -1.34 -1.59
C 0.43 0.51 0.88
C -0.92 -0.08 -1.27
H -1.97 -0.19 -1.00
H 0.87 1.22 2.75
H 0.99 2.34 1.54
H -0.15 -1.98 -0.71
H -0.81 -1.87 -2.35
H 0.79 -1.15 -1.97
H 1.86 -0.74 0.58
H -0.75 0.79 -1.88
H -1.49 0.67 1.27

Output
electronic energy	-10886.8159	eV
frontier orbital gap	0.346	Eh
charge	0
HOMO level	-9.375	eV
ΔE to the lowest compared entry with this formula, charge and spin	3.766	eV

---

Entry from the Open Molecules 2025 dataset: 3 unconnected molecules or ions with the total composition C16H36FN2O7S in a non-equilibrium geometry (the ωB97M-V functional and the def2-TZVPD basis).

Element x y z (Å)
S 1.01 1.90 -1.86
F -0.10 2.70 0.24
O -2.12 -3.49 0.04
O 0.94 -3.10 6.52
O 0.20 5.60 -5.36
O -1.24 -3.46 7.01
O -0.56 -2.37 5.14
O -1.16 3.80 -5.25
O -0.34 4.36 -7.17
N 3.23 0.16 -1.44
N 0.99 0.73 -0.49
C -1.93 -2.22 4.78
C -0.90 1.55 2.90
C -0.94 -3.68 0.84
C 0.44 1.48 0.70
C -2.21 -1.32 -1.08
C -0.71 0.79 1.50
C -0.37 -3.02 6.30
C -1.28 4.02 -3.85
C -0.38 4.68 -5.87
C 0.28 -0.53 -0.89
C 0.46 5.23 -7.97
C 1.29 -3.77 7.73
C 3.72 -1.26 -1.30
C 2.47 0.45 -0.20
C -1.12 -0.29 -1.64
C -1.77 -2.84 -1.21
H 4.40 -1.56 -2.13
H 4.09 0.72 -1.41
H 2.96 1.36 0.24
H -1.94 3.25 -3.44
H 0.41 4.87 -8.99
H 2.55 -0.38 0.55
H -0.98 -0.41 -2.75
H 0.93 -1.02 -1.68
H -1.09 0.74 3.66
H -1.74 4.99 -3.65
H 0.08 6.25 -7.93
H -0.31 3.95 -3.36
H -1.54 0.73 -1.39
H 2.38 -3.77 7.81
H -2.40 -3.19 4.64
H 1.22 1.79 1.44
H 4.29 -1.37 -0.34
H 1.39 1.25 -3.01
H 0.94 -4.81 7.71
H -0.61 -2.73 1.35
H -3.12 -1.18 -1.72
H 0.19 -1.30 -0.08
H 2.87 -1.99 -1.29
H 0.03 2.08 3.23
H -0.69 -3.00 -1.42
H -1.81 2.19 2.89
H -0.11 -4.17 0.28
H -2.40 -3.31 -2.01
H -2.41 -1.05 -0.01
H 0.88 -3.25 8.60
H -2.47 -1.64 5.52
H -1.67 0.99 0.94
H -1.96 -1.68 3.83
H -0.55 -0.29 1.73
H -1.24 -4.37 1.67
H 1.50 5.20 -7.64

Output
electronic energy	-48031.4140	eV
frontier orbital gap	0.345	Eh
charge	+1
HOMO level	-12.644	eV

---

Entry from the Open Molecules 2025 dataset: C18H23N3O5S in the gas phase in a non-equilibrium geometry (the ωB97M-V functional and the def2-TZVPD basis).

Element x y z (Å)
S 0.12 -3.04 0.47
O 6.22 -0.88 -0.36
O -0.24 -3.02 1.85
O 6.38 1.67 0.05
O -2.44 0.79 -1.35
O 0.21 -4.30 -0.19
N 1.43 -2.15 0.21
N -3.21 -0.26 0.52
N -1.13 -2.15 -0.33
C 2.63 -0.12 0.14
C 6.20 -2.27 -0.58
C -2.31 0.00 -0.44
C 3.97 1.87 0.35
C 5.13 1.15 0.10
C -5.41 0.16 -0.59
C -1.04 -0.81 -0.23
C 5.04 -0.24 -0.13
C 3.81 -0.85 -0.10
C -2.25 -2.86 -0.88
C -5.92 2.31 0.50
C -4.51 0.38 0.64
C 6.55 3.05 0.26
C -4.47 1.90 0.75
C 2.74 1.24 0.37
C 0.12 -0.16 0.05
C 1.36 -0.85 0.16
C -6.48 1.25 -0.47
H -2.68 -2.31 -1.72
H -4.81 0.32 -1.48
H -2.94 -0.89 1.25
H -3.02 -3.04 -0.12
H -6.69 1.69 -1.44
H -6.47 2.28 1.44
H -4.09 2.24 1.71
H 7.23 -2.55 -0.74
H 6.21 3.35 1.26
H 7.61 3.24 0.17
H 3.69 -1.91 -0.26
H 5.61 -2.52 -1.48
H 5.79 -2.80 0.28
H -5.84 -0.84 -0.62
H -3.83 2.29 -0.04
H 1.87 1.84 0.59
H 0.10 0.92 0.06
H -1.86 -3.82 -1.22
H 4.02 2.93 0.54
H -4.99 -0.04 1.53
H 6.01 3.64 -0.49
H -7.42 0.84 -0.09
H -5.99 3.32 0.10

Output
electronic energy	-44581.3001	eV
frontier orbital gap	0.290	Eh
charge	0
HOMO level	-8.279	eV
ΔE to the lowest compared entry with this formula, charge and spin	2.695	eV

---

Entry from the Open Molecules 2025 dataset: a molecular structure, C5H7N (the ωB97M-V functional and the def2-TZVPD basis).

Element x y z (Å)
N 2.13 1.23 1.37
C -1.14 -0.83 0.41
C 1.21 -0.22 -0.63
C -0.06 0.18 0.21
C -1.37 0.37 -0.48
C 1.75 0.56 0.43
H -1.07 -1.80 -0.09
H 1.29 0.25 -1.62
H 0.88 1.08 1.36
H -1.44 0.17 -1.55
H -1.64 -0.88 1.37
H -2.03 1.16 -0.13
H 1.49 -1.28 -0.64

Output
electronic energy	-6782.3733	eV
frontier orbital gap	0.324	Eh
charge	0
HOMO level	-7.839	eV
ΔE to the lowest compared entry with this formula, charge and spin	6.139	eV